# 1
6
Properties=species:S:1:pos:R:3:forces:R:3:nbo_charge:R:1 method="wB97M-V/def2-TZVPD" largest_force_ev_per_a=0.9 energy_ev=-6197.691 orbital_gap_ev=9.55 e_above_lowest_kcal_mol=54.5 multiplicity=1 lumo_energy_ev=0.17
O 0.609 0.071 -1.762 -0.36 0.25 0.79 -0.47
C 0.057 0.529 -0.821 0.11 -0.13 -0.44 0.67
C -0.367 -0.965 0.922 0.43 0.48 0.04 0.11
O 0.312 0.093 0.509 -0.17 -0.44 -0.02 -0.53
H -0.655 1.370 -0.805 0.14 -0.20 -0.04 0.13
H 0.044 -1.098 1.957 -0.15 0.03 -0.33 0.08

***

# 2
7
Properties=species:S:1:pos:R:3:forces:R:3:nbo_charge:R:1 method="wB97M-V/def2-TZVPD" largest_force_ev_per_a=5.2 energy_ev=-15487.965 orbital_gap_ev="7.35 / 7.35" smiles="C#P([O-])C=O" charge=-1 e_above_lowest_kcal_mol=66.6 multiplicity=1 lumo_energy_ev="4.04 / 4.04"
C -1.266 0.469 0.044 1.12 -0.74 0.38 0.11
C 0.787 -1.576 -0.245 0.89 2.59 0.31 -0.92
O -2.253 -0.238 -0.034 0.70 1.44 0.02 -0.55
O 1.403 1.243 -0.099 1.08 2.55 0.51 -1.16
P 0.508 0.144 -0.464 -1.05 -5.08 -0.21 1.30
H -1.081 1.421 0.653 -1.32 -0.36 -0.23 0.10
H 1.901 -1.464 0.145 -1.42 -0.40 -0.78 0.13

***

# 3
7
Properties=species:S:1:pos:R:3:forces:R:3:nbo_charge:R:1 method="wB97M-V/def2-TZVPD" largest_force_ev_per_a=3.6 energy_ev=-17031.418 orbital_gap_ev=9.46 e_above_lowest_kcal_mol=106.2 multiplicity=1 lumo_energy_ev=-0.01
C 0.233 0.340 0.176 -0.42 0.74 0.64 0.28
C 1.665 0.846 0.644 -2.38 -0.05 -0.52 0.34
O 1.341 0.797 -0.621 -0.39 0.35 -0.20 -0.45
O 0.128 -1.006 0.149 0.18 -0.47 2.15 -0.72
S -1.748 0.891 0.058 2.87 -2.06 0.42 -0.12
H 0.285 -1.345 -0.699 0.31 -0.78 -2.16 0.49
H -1.904 -0.523 0.293 -0.18 2.26 -0.33 0.18

***

# 4
7
Properties=species:S:1:pos:R:3:forces:R:3:nbo_charge:R:1 method="wB97M-V/def2-TZVPD" largest_force_ev_per_a=3.3 energy_ev=-17033.133 orbital_gap_ev="7.59 / 7.46" smiles="C=C=O.O=S" e_above_lowest_kcal_mol=66.7 multiplicity=1 lumo_energy_ev="-1.61 / -1.58"
C -0.742 0.417 -0.492 0.73 -0.06 -1.04 0.72
C -0.923 -0.566 0.338 0.53 -3.19 0.64 -0.80
O 1.638 0.614 0.725 0.08 0.09 0.43 -0.69
O -0.484 1.228 -1.286 -0.37 0.06 0.54 -0.47
S 2.605 0.590 -0.385 0.41 0.02 -0.35 0.69
H -0.165 -1.496 0.412 -1.67 2.78 -0.25 0.28
H -1.930 -0.786 0.688 0.29 0.30 0.02 0.26

***

# 5
7
Properties=species:S:1:pos:R:3:forces:R:3:nbo_charge:R:1 method="wB97M-V/def2-TZVPD" largest_force_ev_per_a=4.7 energy_ev=-17034.742 orbital_gap_ev=8.15 smiles="O=C(O)C=S" e_above_lowest_kcal_mol=29.6 multiplicity=1 lumo_energy_ev=-0.71
C -0.449 1.058 -0.475 0.47 -2.27 2.13 -0.43
C 0.391 -0.563 -0.053 -1.72 3.82 -2.23 0.79
O 1.061 -1.165 -0.811 0.46 -0.51 0.02 -0.56
O -0.010 -0.825 1.156 -0.43 -0.17 1.34 -0.68
S -0.126 1.949 -1.768 -0.37 -0.83 1.19 0.16
H -1.183 1.214 0.447 1.37 0.14 -2.23 0.21
H 0.316 -1.667 1.505 0.23 -0.18 -0.23 0.50

***

# 6
7
Properties=species:S:1:pos:R:3:forces:R:3:nbo_charge:R:1 method="wB97M-V/def2-TZVPD" largest_force_ev_per_a=5.0 energy_ev=-17032.821 orbital_gap_ev=8.98 e_above_lowest_kcal_mol=73.9 multiplicity=1 lumo_energy_ev=-1.48
C -1.082 -0.498 0.121 -0.86 -1.36 0.25 0.33
C 0.155 0.225 -0.110 -0.63 4.37 -1.73 -0.63
O -2.212 -0.104 -0.072 0.64 0.63 -0.17 -0.50
O 2.673 0.631 0.028 1.57 1.06 -0.33 -0.86
S 1.656 -0.358 0.191 -2.67 -0.35 0.10 1.27
H -1.008 -1.533 0.512 0.52 0.08 0.03 0.13
H -0.181 1.637 -0.669 1.44 -4.42 1.86 0.27

***

# 7
8
Properties=species:S:1:pos:R:3:forces:R:3:nbo_charge:R:1 method="wB97M-V/def2-TZVPD" largest_force_ev_per_a=4.6 energy_ev=-27870.665 orbital_gap_ev=7.89 e_above_lowest_kcal_mol=21.7 multiplicity=1 lumo_energy_ev=-1.67
C -0.491 -0.112 -0.561 0.28 3.82 -2.59 0.08
C 0.466 0.036 0.589 0.19 0.38 -0.51 0.22
H 0.208 1.655 -0.717 -1.67 -0.75 -0.91 0.44
H -0.364 -1.618 1.094 1.96 1.23 -0.10 0.52
O -0.585 1.090 -1.191 0.76 -1.13 1.12 -0.65
O 0.460 -1.018 1.323 -0.89 -1.26 1.36 -0.61
S -1.098 -1.466 -1.182 -0.34 -0.52 0.69 0.02
S 1.403 1.432 0.645 -0.29 -1.78 0.95 -0.02

***

# 8
8
Properties=species:S:1:pos:R:3:forces:R:3:nbo_charge:R:1 method="wB97M-V/def2-TZVPD" largest_force_ev_per_a=3.3 energy_ev=-27871.231 orbital_gap_ev=8.17 smiles="O=C(O)C(=S)S" e_above_lowest_kcal_mol=8.6 multiplicity=1 lumo_energy_ev=-1.47
C -1.159 -0.142 -0.363 -1.49 -1.79 -0.13 0.74
C 0.347 0.120 0.024 -0.95 -0.07 -0.15 -0.45
H -0.648 -1.110 -2.134 -0.04 0.71 1.15 0.52
H -0.765 0.318 2.056 0.30 0.07 -0.23 0.17
O -1.382 -0.917 -1.506 0.20 1.18 1.06 -0.69
O -2.117 0.090 0.374 2.62 -0.15 -1.92 -0.54
S 0.543 0.418 1.705 -0.10 0.08 0.23 0.17
S 1.600 0.053 -1.007 -0.54 -0.03 0.00 0.07

***

# 9
8
Properties=species:S:1:pos:R:3:forces:R:3:nbo_charge:R:1 method="wB97M-V/def2-TZVPD" largest_force_ev_per_a=6.6 energy_ev=-19081.740 orbital_gap_ev=9.09 e_above_lowest_kcal_mol=62.4 multiplicity=1 lumo_energy_ev=-0.45
C -0.817 -0.939 -0.432 2.18 -1.05 2.39 0.73
C 0.489 -0.652 0.084 -5.97 -1.47 -2.35 -0.71
O -3.797 1.131 -0.847 0.16 0.28 -0.41 -0.86
O -4.126 0.164 1.324 0.12 0.27 4.12 -0.86
O -1.898 -1.430 -0.510 2.83 1.53 -0.44 -0.50
S -4.144 0.004 -0.048 -0.54 -0.42 -3.71 1.70
H 1.368 -0.529 -0.437 1.34 0.16 -1.42 0.24
H 0.387 -0.269 1.040 -0.12 0.71 1.82 0.25

***

# 10
8
Properties=species:S:1:pos:R:3:forces:R:3:nbo_charge:R:1 method="wB97M-V/def2-TZVPD" largest_force_ev_per_a=2.5 energy_ev=-19083.718 orbital_gap_ev=10.71 smiles="O=C(O)C(=O)S" e_above_lowest_kcal_mol=16.8 multiplicity=1 lumo_energy_ev=0.18
C -0.597 0.104 0.313 -1.86 0.41 0.82 0.68
C 0.529 -0.891 0.411 -0.19 -1.90 0.25 0.30
H -1.678 1.019 -0.866 0.55 -0.39 -0.33 0.51
H 1.382 0.864 -0.862 0.06 -0.22 0.36 0.15
O -0.921 0.394 -0.965 -0.57 0.37 0.46 -0.67
O -1.153 0.621 1.256 0.71 -0.63 -0.73 -0.54
O 0.456 -2.050 0.792 0.10 2.40 -0.51 -0.48
S 1.983 -0.061 -0.078 1.18 -0.03 -0.33 0.05

***

# 11
8
Properties=species:S:1:pos:R:3:forces:R:3:nbo_charge:R:1 method="wB97M-V/def2-TZVPD" largest_force_ev_per_a=5.1 energy_ev=-19080.757 orbital_gap_ev="8.52 / 8.52" e_above_lowest_kcal_mol=85.0 multiplicity=1 lumo_energy_ev="-0.55 / -0.55"
C -1.070 0.376 1.026 -0.33 -0.25 1.79 -0.17
C 0.834 -0.243 -0.768 -1.37 2.43 1.71 0.68
O 0.134 0.610 0.268 -1.82 -0.34 0.72 -0.59
O 0.577 -1.360 -0.983 0.34 -0.03 -0.25 -0.48
O -1.736 2.624 2.467 -0.03 1.42 0.41 -0.90
S -2.069 1.247 2.219 2.94 -2.37 -3.47 1.10
H -1.470 -0.655 1.288 0.89 0.69 -1.23 0.19
H 1.529 0.570 -1.178 -0.62 -1.54 0.31 0.18

***

# 12
8
Properties=species:S:1:pos:R:3:forces:R:3:nbo_charge:R:1 method="wB97M-V/def2-TZVPD" largest_force_ev_per_a=4.4 energy_ev=-19077.135 orbital_gap_ev="7.92 / 7.92" e_above_lowest_kcal_mol=168.6 multiplicity=1 lumo_energy_ev="-2.72 / -2.72"
C 0.537 -0.334 -0.270 -1.93 2.14 -1.62 -0.03
C 0.761 1.007 0.190 2.84 2.07 2.70 -0.20
O -1.780 -1.502 -1.246 -0.92 0.42 -1.35 -0.80
O -0.875 -2.032 0.944 -0.52 0.33 0.23 -0.82
O -0.090 1.348 -0.827 1.24 -2.38 0.28 -0.53
S -1.061 -1.079 -0.117 1.92 -1.44 1.70 1.96
H 0.539 1.366 1.289 0.16 -0.79 -1.99 0.20
H 1.968 1.226 0.035 -2.80 -0.35 0.05 0.21

***

# 13
8
Properties=species:S:1:pos:R:3:forces:R:3:nbo_charge:R:1 method="wB97M-V/def2-TZVPD" largest_force_ev_per_a=5.1 energy_ev=-19082.274 orbital_gap_ev=8.45 e_above_lowest_kcal_mol=50.1 multiplicity=1 lumo_energy_ev=-1.14
C 0.651 1.025 0.407 0.18 -1.27 1.03 0.73
C 0.138 2.172 0.006 -0.55 -0.58 -0.27 -0.79
O -1.616 -2.585 0.165 3.31 -1.20 0.45 -0.82
O 1.018 -0.045 0.760 -0.46 2.18 -0.87 -0.49
O 0.412 -2.689 -1.148 1.52 0.16 -1.65 -0.82
S -0.182 -2.997 0.085 -4.81 1.09 1.20 1.65
H 0.180 3.143 0.521 0.25 -0.85 -0.33 0.27
H -0.601 1.977 -0.797 0.56 0.47 0.44 0.27

***

# 14
8
Properties=species:S:1:pos:R:3:forces:R:3:nbo_charge:R:1 method="wB97M-V/def2-TZVPD" largest_force_ev_per_a=4.1 energy_ev=-14076.787 orbital_gap_ev="6.85 / 6.84" e_above_lowest_kcal_mol=0.0 multiplicity=1 lumo_energy_ev="-1.01 / -1.01"
C 1.237 0.998 0.090 0.03 -0.92 -2.82 -0.84
Sn 0.500 1.767 1.689 -1.08 1.09 1.96 1.03
H 1.301 1.436 -0.917 0.87 0.01 0.52 0.20
O -1.425 0.406 0.390 0.20 -0.18 -1.22 -0.68
C -0.685 -0.401 -0.179 -1.66 -0.31 3.73 0.99
O 0.601 -0.321 -0.145 1.68 -0.05 -1.21 -0.54
O -1.136 -1.635 -0.436 -0.17 0.20 -0.68 -0.66
H -0.393 -2.250 -0.491 0.13 0.16 -0.29 0.50

***

# 15
8
Properties=species:S:1:pos:R:3:forces:R:3:nbo_charge:R:1 method="wB97M-V/def2-TZVPD" largest_force_ev_per_a=2.2 energy_ev=-9061.614 orbital_gap_ev=9.08 charge=+2 e_above_lowest_kcal_mol=0.0 multiplicity=1 lumo_energy_ev=-9.85
H 0.838 -0.475 0.990 0.13 -1.00 -1.26 0.22
O 1.143 -0.091 -1.144 0.07 -0.38 -0.04 -0.14
O 0.709 1.248 -0.885 0.14 -0.07 0.87 -0.10
C 0.267 -0.497 -0.015 0.81 1.39 1.54 0.25
C -0.096 0.956 0.077 -0.80 0.21 -1.35 -0.06
Sr -1.891 2.604 1.046 -0.17 0.28 0.12 1.93
O -0.597 -1.462 -0.262 -0.23 -0.20 0.20 -0.63
H -0.374 -2.283 0.194 0.05 -0.23 -0.07 0.53

***

# 16
8
Properties=species:S:1:pos:R:3:forces:R:3:nbo_charge:R:1 method="wB97M-V/def2-TZVPD" largest_force_ev_per_a=2.1 energy_ev=-10293.514 orbital_gap_ev=10.47 e_above_lowest_kcal_mol=84.4 multiplicity=1 lumo_energy_ev=0.41
C 0.989 -0.597 -0.234 -0.76 0.68 -0.80 0.84
C -0.642 0.524 0.396 -0.37 0.25 -1.06 0.49
O -1.356 0.736 -0.717 0.09 0.02 0.07 -0.66
O 1.386 -1.003 0.884 -1.26 0.73 0.62 -0.62
O 1.153 -0.627 -1.396 -0.14 0.03 0.62 -0.51
O -0.980 0.996 1.452 0.67 -0.62 -0.33 -0.54
H -0.923 0.339 -1.488 0.06 -0.01 0.17 0.50
H 0.373 -0.369 1.103 1.71 -1.09 0.71 0.49

***

# 17
9
Properties=species:S:1:pos:R:3:forces:R:3:nbo_charge:R:1 method="wB97M-V/def2-TZVPD" largest_force_ev_per_a=4.2 energy_ev=-12343.633 orbital_gap_ev=11.08 smiles="O=C(O)OC(=O)O" e_above_lowest_kcal_mol=0.0 multiplicity=1 lumo_energy_ev=-0.04
C 0.003 -0.912 -0.586 -0.21 1.03 -4.04 0.96
C 0.728 0.986 0.319 1.92 0.18 2.27 1.00
O 0.556 -0.369 -1.546 -1.29 -2.12 1.41 -0.60
O -0.071 1.947 0.778 -0.27 -0.52 -0.73 -0.65
O -0.846 -1.938 -0.711 0.47 -0.09 0.53 -0.65
O 0.002 -0.355 0.602 1.31 2.15 0.36 -0.58
O 1.885 1.119 0.073 -2.26 -0.56 0.39 -0.49
H -0.964 1.600 0.930 0.19 0.04 0.00 0.51
H -1.293 -2.076 0.141 0.14 -0.13 -0.19 0.49

***

# 18
10
Properties=species:S:1:pos:R:3:forces:R:3:nbo_charge:R:1 method="wB97M-V/def2-TZVPD" largest_force_ev_per_a=4.2 s2=0.755 energy_ev=-17034.410 orbital_gap_ev="6.95 / 8.75" e_above_lowest_kcal_mol=27.5 multiplicity=2 lumo_energy_ev="-0.93 / -1.36"
C 1.476 1.304 0.472 0.52 3.68 1.98 0.81
O 0.799 2.020 -0.310 1.41 -1.72 0.85 -0.76
O 2.292 1.572 1.338 -1.78 -2.28 -2.15 -0.51
C -0.033 -0.883 0.332 -2.38 -2.02 0.45 0.86
O 0.282 -1.860 0.950 -0.18 1.66 0.17 -0.55
Tl -1.079 1.392 -1.421 -1.41 0.38 -0.89 0.85
O 0.019 -0.817 -1.012 0.84 0.58 -1.44 -0.78
H 0.182 -1.668 -1.436 0.30 -0.26 0.36 0.52
O -1.632 -0.192 0.460 2.11 0.19 0.54 -0.94
H -2.306 -0.869 0.628 0.56 -0.22 0.13 0.49

***

# 19
6
Properties=species:S:1:pos:R:3:forces:R:3:nbo_charge:R:1 method="wB97M-V/def2-TZVPD" largest_force_ev_per_a=4.7 energy_ev=-20679.943 orbital_gap_ev="7.17 / 7.17" smiles="C1=P2=P[C@@H]12" e_above_lowest_kcal_mol=29.8 multiplicity=1 lumo_energy_ev="-0.72 / -0.72"
C 0.605 -0.278 -0.920 -1.35 -0.33 2.66 -0.48
C 0.164 -0.980 0.369 2.61 0.90 -3.80 -0.64
P 2.216 -0.733 -1.713 -1.65 -0.43 1.34 0.10
P 1.991 -1.042 0.380 -0.91 0.68 0.06 0.56
H 0.095 0.715 -1.023 0.93 -0.53 -0.17 0.23
H -0.523 -0.456 1.045 0.37 -0.29 -0.09 0.23

***

# 20
8
Properties=species:S:1:pos:R:3:forces:R:3:nbo_charge:R:1 method="wB97M-V/def2-TZVPD" largest_force_ev_per_a=5.2 energy_ev=-42351.506 orbital_gap_ev="6.74 / 6.74" smiles="S=C1[PH]#P=CS1" e_above_lowest_kcal_mol=67.3 multiplicity=1 lumo_energy_ev="-1.56 / -1.56"
C -0.094 -0.598 1.576 -1.05 0.64 1.64 -0.87
C 0.626 -0.069 -0.950 2.36 0.94 -3.61 -0.59
P -1.270 0.619 1.367 0.50 -0.26 -0.49 0.42
P -0.547 1.360 -0.691 0.79 -1.70 0.60 0.32
S 1.750 -0.110 -2.546 -3.10 -0.08 4.20 -0.18
S 0.948 -1.139 0.325 0.69 -0.17 -0.46 0.56
H 0.032 -1.048 2.656 -0.17 0.68 -2.44 0.29
H -1.446 0.986 -1.738 -0.01 -0.05 0.56 0.05